Entry 1:
{"formula": "C33H46BClF7I2O28P2", "method": "ωB97M-V/def2-TZVPD", "elements": ["C", "C", "I", "C", "I", "C", "O", "P", "O", "C", "C", "C", "C", "C", "C", "C", "P", "O", "Cl", "O", "C", "O", "B", "O", "O", "H", "H", "H", "H", "H", "H", "H", "H", "H", "H", "H", "H", "H", "H", "H", "H", "H", "H", "H", "H", "H", "H", "H", "H", "H", "C", "C", "O", "C", "O", "O", "F", "H", "H", "H", "C", "C", "O", "C", "O", "O", "F", "H", "H", "H", "C", "C", "O", "C", "O", "O", "F", "H", "H", "H", "C", "C", "O", "C", "O", "O", "F", "H", "H", "H", "C", "C", "O", "C", "O", "O", "F", "H", "H", "H", "C", "C", "O", "C", "O", "O", "F", "H", "H", "H", "C", "C", "O", "C", "O", "O", "F", "H", "H", "H"], "positions_angstrom": [[1.9497, -5.0344, 1.7491], [1.5431, -3.6215, 1.4950], [-0.0542, -3.4810, 0.1259], [2.0316, -2.4987, 2.0267], [3.6239, -2.6551, 3.4350], [1.6321, -1.0502, 1.8082], [0.3407, -0.7089, 2.2271], [0.1795, 1.0266, 1.9369], [-1.1022, 1.1149, 3.0615], [-2.3458, 1.5130, 2.5376], [-3.3637, 0.3491, 2.3868], [-4.3673, 0.3456, 3.5789], [-4.1534, 0.5293, 1.0707], [-3.3908, 0.2553, -0.2548], [-4.4252, 0.0191, -1.3791], [-2.4457, -0.9671, -0.2054], [0.2646, 3.2977, 1.8916], [1.8936, 3.6352, 1.9430], [-0.3149, 3.9339, -0.0406], [1.4597, 0.9293, 0.7186], [1.7292, -0.4068, 0.4312], [2.9729, -0.5913, -0.2257], [2.7901, -0.2423, -1.5647], [2.4713, -1.2571, -2.4946], [2.9703, 1.0682, -1.9826], [1.1022, -5.5809, 2.1984], [2.2076, -5.5719, 0.8235], [2.8049, -5.1188, 2.4274], [2.3556, -0.4456, 2.3882], [-0.7215, 0.8840, 0.8505], [1.0951, 1.2412, 3.0291], [-2.7751, 2.2643, 3.2246], [-2.2289, 2.0232, 1.5628], [-2.8419, -0.6153, 2.4065], [-5.3247, 0.8052, 3.2800], [-3.9695, 0.8884, 4.4461], [-4.5995, -0.6865, 3.8805], [-4.4920, 1.5812, 1.0659], [-5.0401, -0.1260, 1.0887], [-2.7924, 1.1399, -0.5321], [-5.1276, 0.8586, -1.4768], [-3.9178, -0.1577, -2.3424], [-4.9871, -0.9035, -1.1542], [-1.8057, -0.9949, 0.6832], [-1.7686, -0.9453, -1.0772], [-3.0101, -1.9120, -0.2666], [2.2360, 3.8479, 1.0650], [0.9166, -0.7716, -0.2412], [1.5424, -1.2560, -2.7509], [2.1960, 1.4130, -2.4476], [-1.1133, 5.0287, 5.0984], [-1.7371, 6.3526, 5.4773], [-3.0563, 6.2252, 4.9953], [-3.3643, 4.8889, 4.9813], [-4.4644, 4.4646, 4.8628], [-2.2491, 4.1574, 5.1474], [-1.1488, 7.4164, 4.8626], [-0.7069, 5.0470, 4.0848], [-0.3448, 4.6919, 5.7881], [-1.7690, 6.5575, 6.5500], [0.2777, -2.6379, -5.4260], [-0.7437, -1.9470, -6.3013], [-1.9343, -2.0970, -5.5617], [-1.5946, -2.1916, -4.2390], [-2.3459, -2.0511, -3.3386], [-0.2645, -2.4252, -4.1207], [-0.8822, -2.5500, -7.5100], [0.3115, -3.7034, -5.6476], [1.2757, -2.2112, -5.4895], [-0.5600, -0.8827, -6.4648], [4.2977, -5.9001, -2.4547], [5.5733, -6.7061, -2.5558], [6.0341, -6.7241, -1.2202], [4.9494, -6.5839, -0.4019], [4.9471, -6.7877, 0.7649], [3.8736, -6.1931, -1.1236], [6.5046, -6.1137, -3.3451], [4.5001, -4.8309, -2.5445], [3.5322, -6.1932, -3.1663], [5.4350, -7.7336, -2.8987], [-1.4006, 2.7876, -5.2151], [-1.5950, 3.9115, -4.2233], [-1.3501, 3.2799, -2.9874], [-0.5040, 2.2355, -3.2108], [0.1102, 1.6479, -2.3887], [-0.4371, 1.9762, -4.5486], [-2.8632, 4.3916, -4.2412], [-2.3287, 2.2281, -5.3467], [-1.0203, 3.1139, -6.1794], [-0.9046, 4.7497, -4.3381], [-1.5783, 9.9273, 2.8760], [-2.3705, 10.9882, 2.1438], [-1.4133, 11.5322, 1.2606], [-0.4769, 10.5679, 1.0110], [0.3248, 10.6241, 0.1418], [-0.6128, 9.5522, 1.8908], [-2.8210, 11.9665, 2.9703], [-1.0670, 10.3501, 3.7424], [-2.1686, 9.0690, 3.1823], [-3.2146, 10.6063, 1.5666], [3.2274, -5.8490, -8.5917], [2.5177, -4.6061, -8.0982], [1.8740, -5.0733, -6.9261], [2.5989, -6.1218, -6.4399], [2.4767, -6.5779, -5.3548], [3.4804, -6.5491, -7.3727], [1.5890, -4.1581, -8.9720], [2.5649, -6.4410, -9.2253], [4.1593, -5.6473, -9.1120], [3.1805, -3.7790, -7.8350], [1.7616, -3.6243, 6.5385], [1.8923, -2.9559, 7.8903], [0.7224, -3.3859, 8.5622], [0.3445, -4.5780, 8.0222], [-0.4455, -5.3164, 8.5099], [1.0138, -4.8020, 6.8722], [1.8951, -1.6063, 7.8166], [1.1868, -3.0062, 5.8470], [2.7117, -3.8869, 6.0837], [2.7638, -3.2721, 8.4684]], "total_charge": -1, "orbital_gap_ev": 5.7, "spin_multiplicity": 1, "energy_ev": -159303.660}


Entry 2:
{"formula": "C25H22BrIrN5O3S", "method": "ωB97M-V/def2-TZVPD", "elements": ["Ir", "Br", "C", "C", "C", "C", "C", "C", "C", "C", "C", "C", "H", "H", "H", "H", "H", "H", "N", "C", "N", "C", "C", "C", "C", "C", "H", "H", "H", "H", "H", "H", "H", "H", "H", "H", "O", "S", "O", "O", "C", "N", "C", "C", "C", "N", "C", "C", "C", "N", "C", "C", "H", "H", "H", "H", "H", "H"], "positions_angstrom": [[0.7511, -1.7968, -1.6679], [2.2343, -3.6755, -2.0199], [0.9407, -5.0881, -2.0781], [1.2470, -6.4118, -2.1762], [0.1689, -7.3167, -2.2515], [-1.1278, -6.8744, -2.2451], [-1.4298, -5.4959, -2.1530], [-2.7470, -4.9840, -2.1571], [-2.9847, -3.6356, -2.0730], [-1.9133, -2.7362, -1.9561], [-0.5998, -3.1841, -1.9285], [-0.3587, -4.5809, -2.0550], [2.2688, -6.7633, -2.2053], [0.3817, -8.3736, -2.3229], [-1.9415, -7.5840, -2.3125], [-3.5758, -5.6762, -2.2333], [-3.9975, -3.2590, -2.0927], [-2.1224, -1.6736, -1.8906], [0.8425, -1.1344, 0.1231], [0.6044, -0.8612, 1.2328], [0.2884, -0.4883, 2.4084], [0.6206, -1.2891, 3.6114], [1.5996, -0.5163, 4.4822], [1.0662, 0.8801, 4.7945], [0.7801, 1.6491, 3.5083], [-0.2199, 0.8932, 2.6526], [1.0114, -2.2504, 3.2812], [-0.3224, -1.4622, 4.1344], [2.5594, -0.4428, 3.9624], [1.7721, -1.0861, 5.3960], [1.7774, 1.4257, 5.4127], [0.1444, 0.7941, 5.3787], [1.7053, 1.7851, 2.9397], [0.3821, 2.6430, 3.7134], [-0.4081, 1.3658, 1.6895], [-1.1753, 0.7762, 3.1684], [-3.3390, 4.9328, -0.0855], [-2.5643, 5.9609, 0.5767], [-2.9667, 7.3203, 0.3471], [-2.1073, 5.6261, 1.9096], [-0.9537, 5.8333, -0.2967], [-0.0961, 6.8522, -0.3173], [1.0913, 6.6361, -0.8534], [1.4885, 5.3977, -1.3677], [0.5108, 4.4195, -1.3114], [-0.6908, 4.6433, -0.8004], [0.6647, 3.0038, -1.7083], [-0.5081, 2.2624, -1.9048], [-0.4200, 0.9116, -2.0993], [0.7638, 0.2577, -2.0835], [1.8952, 0.9677, -1.9489], [1.8836, 2.3370, -1.7967], [1.7778, 7.4761, -0.8695], [2.4755, 5.2471, -1.7796], [-1.4646, 2.7663, -1.8394], [-1.3072, 0.3080, -2.2299], [2.8227, 0.4112, -1.9507], [2.8214, 2.8570, -1.6614]], "total_charge": 1, "orbital_gap_ev": 3.4, "spin_multiplicity": 1, "energy_ev": -123580.952, "de_lowest_ev": 1.3813}


Entry 3:
{"formula": "C22H35ClO2P2Zr", "method": "ωB97M-V/def2-TZVPD", "elements": ["P", "P", "C", "C", "H", "H", "H", "H", "C", "H", "H", "H", "C", "H", "H", "H", "C", "H", "H", "H", "C", "H", "H", "H", "Zr", "C", "C", "C", "C", "C", "C", "C", "C", "C", "H", "H", "H", "H", "H", "H", "H", "H", "H", "H", "H", "H", "H", "H", "H", "Cl", "C", "C", "C", "C", "C", "C", "C", "O", "O", "H", "H", "H", "H"], "positions_angstrom": [[1.2267, -2.5212, 0.0579], [0.3759, 2.8094, 0.4999], [1.0289, -0.7857, -0.6647], [1.3736, 0.5438, 0.0011], [-0.0687, -0.8912, -1.0875], [1.5876, -0.7519, -1.6049], [1.7575, 0.3920, 1.0299], [2.0871, 1.1263, -0.6083], [-0.2667, 3.8659, -0.8314], [-0.2395, 4.8932, -0.4250], [-1.3260, 3.6139, -1.0286], [0.3271, 3.7915, -1.7485], [1.9393, 3.6463, 0.9047], [1.8842, 4.7003, 0.5485], [2.8029, 3.1358, 0.4308], [2.0759, 3.6415, 2.0084], [-0.0266, -3.6988, -0.5469], [0.0702, -4.5883, 0.0890], [0.0536, -4.0053, -1.5734], [-1.0153, -3.2847, -0.3587], [2.8429, -3.0683, -0.4787], [3.5525, -2.2289, -0.5531], [2.7786, -3.5660, -1.4528], [3.2009, -3.7916, 0.2623], [-0.9450, 0.6185, -0.3818], [-0.1480, 0.8935, -2.6031], [-1.5779, 0.8533, -2.4242], [-2.5017, 0.1109, -3.3329], [-2.0372, -1.2985, -3.7163], [-1.0497, -1.8542, -2.7282], [0.2812, -1.9500, -2.9986], [1.0799, -1.0236, -3.8397], [0.4878, 0.4028, -3.8930], [0.6517, -2.5433, 1.7352], [0.4219, 1.7394, -2.1871], [-2.0623, 1.7056, -1.8810], [-2.6965, 0.6922, -4.2330], [-3.4560, 0.0060, -2.8099], [-2.9158, -1.9734, -3.7446], [-1.6651, -1.2913, -4.7512], [-1.5408, -2.4064, -1.9134], [0.8458, -2.8752, -2.8244], [1.2287, -1.4178, -4.8653], [2.1070, -0.9777, -3.4383], [1.3279, 1.0689, -4.1335], [-0.1807, 0.4609, -4.7699], [1.1566, -1.8245, 2.3775], [0.7810, -3.5939, 2.0729], [-0.4348, -2.3587, 1.7297], [-0.6173, 1.8362, 8.2676], [-0.8624, 1.5167, 6.5982], [-2.0685, 0.9657, 6.1516], [-2.2523, 0.6532, 4.7887], [-1.2347, 0.9747, 3.8941], [-0.0191, 1.5050, 4.3304], [0.1476, 1.8362, 5.6810], [-1.3902, 0.6693, 2.4269], [-2.3071, 1.1047, 1.6429], [-0.4502, -0.0162, 1.9109], [-2.8368, 0.7557, 6.8879], [-3.1413, 0.1268, 4.4465], [0.8012, 1.6406, 3.6162], [1.0506, 2.2896, 6.0414]], "total_charge": 2, "orbital_gap_ev": 4.7, "spin_multiplicity": 1, "energy_ev": -59836.299, "de_lowest_ev": 6.3641}


Entry 4:
{"formula": "C19H41N6O7P3S2Ta", "method": "ωB97M-V/def2-TZVPD", "elements": ["Ta", "C", "N", "C", "P", "O", "O", "P", "O", "N", "C", "C", "N", "C", "C", "N", "C", "C", "H", "H", "H", "H", "H", "H", "H", "H", "H", "H", "H", "H", "H", "H", "H", "H", "H", "H", "H", "H", "H", "H", "H", "H", "O", "C", "C", "C", "C", "C", "C", "N", "H", "H", "H", "H", "H", "H", "H", "C", "C", "O", "P", "S", "S", "O", "C", "C", "H", "H", "H", "H", "H", "H", "H", "H", "H", "H", "O", "C", "N"], "positions_angstrom": [[-0.6925, 0.1108, 0.0268], [2.5331, 1.5281, 4.6070], [2.4834, 0.8291, 3.3218], [3.7951, 0.5375, 2.7290], [1.2703, -0.1018, 2.7824], [0.9178, 0.2075, 1.3463], [0.0630, 0.3233, 3.7432], [-1.4620, 0.6854, 3.3388], [-1.5021, 0.9035, 1.8444], [-2.3092, -0.5652, 3.8976], [-3.7273, -0.6488, 3.5341], [-1.9045, -1.4566, 4.9908], [-1.9056, 2.0632, 4.0512], [-2.4653, 2.1177, 5.4036], [-1.4676, 3.3627, 3.5300], [1.4988, -1.6965, 2.9464], [1.8622, -2.5859, 1.8386], [1.8565, -2.2026, 4.2758], [3.0354, 0.9250, 5.3671], [1.5320, 1.7725, 4.9484], [3.0904, 2.4556, 4.4780], [4.3925, -0.1071, 3.3778], [4.3309, 1.4737, 2.5745], [3.6760, 0.0547, 1.7578], [-3.9300, -0.0409, 2.6527], [-4.3632, -0.3093, 4.3548], [-3.9696, -1.6860, 3.3017], [-0.8561, -1.3155, 5.2320], [-2.0567, -2.4891, 4.6825], [-2.5025, -1.2547, 5.8824], [-2.7571, 1.1264, 5.7404], [-3.3464, 2.7593, 5.4024], [-1.7358, 2.5277, 6.1042], [-0.9829, 3.2454, 2.5634], [-0.7692, 3.8321, 4.2249], [-2.3314, 4.0176, 3.4113], [1.5715, -2.1457, 0.8899], [1.3395, -3.5347, 1.9620], [2.9380, -2.7739, 1.8357], [1.6119, -1.4710, 5.0469], [2.9236, -2.4264, 4.3357], [1.2914, -3.1126, 4.4774], [-1.3710, -0.9042, -1.8228], [-2.6650, -1.5312, -1.8309], [-3.5649, -0.5213, -1.1962], [-4.9242, -0.4829, -1.4429], [-5.6778, 0.5220, -0.8630], [-5.0366, 1.4676, -0.0748], [-3.6792, 1.3551, 0.1316], [-2.9459, 0.3618, -0.3986], [-0.6909, -1.4012, -2.3007], [-2.6249, -2.4542, -1.2494], [-2.9593, -1.7411, -2.8574], [-5.3740, -1.2195, -2.0946], [-6.7428, 0.5830, -1.0420], [-5.5782, 2.2907, 0.3684], [-3.1435, 2.0700, 0.7380], [0.0741, 2.4251, -5.7940], [0.5885, 2.8044, -4.4326], [0.7412, 1.5644, -3.6544], [1.0820, 1.5937, -2.1329], [1.3756, -0.2777, -1.4764], [-0.4361, 2.3647, -1.0220], [2.3597, 2.5002, -2.0524], [3.0681, 2.7511, -0.8041], [4.0171, 3.8970, -1.0363], [-0.0311, 3.3251, -6.3997], [-0.9000, 1.9430, -5.7236], [0.7688, 1.7539, -6.2964], [-0.1081, 3.4523, -3.8975], [1.5659, 3.2809, -4.4761], [3.5901, 1.8303, -0.5408], [2.3297, 2.9798, -0.0320], [4.7203, 3.6598, -1.8329], [4.5842, 4.0909, -0.1255], [3.4742, 4.8028, -1.3014], [-1.4869, -3.4427, 2.4304], [-1.3206, -2.6078, 1.6219], [-1.1504, -1.7717, 0.7817]], "total_charge": 2, "s2": 0.7541, "orbital_gap_ev": [7.1, 9.2], "spin_multiplicity": 2, "energy_ev": -94728.896}